(1)
Entry from the Open Molecules 2025 dataset: the ion C3H7BNO2S with charge +1 (wB97M-V/def2-TZVPD).

The frontier orbital gap comes out at 10.0092 eV. As for the energy relative to the best compared isomer or geometry (same formula, charge and spin): 0.00 kJ/mol. Its total charge is +1. The spin multiplicity is 1. Its max |F| is 0.8 eV Å⁻¹.

Last column: Mulliken charge in e.
Element x y z (Å)
O -1.7093 -0.7777 1.3396  -0.5443
B -0.7308 -1.2057 0.5042  0.4211
O -0.1967 -2.4555 0.4521  -0.5255
C -0.2284 -0.1203 -0.5663  0.0116
C 1.2892 -0.0685 -0.6270  -0.7346
S 1.6363 1.5633 -1.4088  -0.0039
C 0.2898 2.1611 -0.5670  -0.0309
N -0.5518 1.2684 -0.1569  -0.0197
H -1.7548 -1.1877 2.2081  0.3146
H 0.4056 -2.7797 1.1248  0.3398
H -0.6524 -0.2732 -1.5659  0.2530
H 1.6796 0.0657 0.3845  0.4047
H 1.7730 -0.9036 -1.1204  0.4457
H 0.1380 3.2158 -0.3704  0.4048
H -1.3875 1.4976 0.3696  0.2635

***

(2)
Entry from the Open Molecules 2025 dataset: the molecule C4H9NO2 (wB97M-V/def2-TZVPD).

The frontier orbital gap comes out at 10.7753 eV. As for the energy relative to the best compared isomer or geometry (same formula, charge and spin): 76.92 kJ/mol. The SMILES is C[C@@H](CO)NC=O. Its total charge is 0. The spin multiplicity is 1. Its max |F| is 0.4 eV Å⁻¹.

Last column: Mulliken charge in e.
Element x y z (Å)
C -0.7018 -0.8898 1.4653  -1.6030
C -0.3369 0.0143 0.2945  0.2312
C 0.6459 1.1101 0.7045  -0.4707
O 0.9338 2.0306 -0.3171  -0.5379
N 0.1825 -0.8073 -0.7994  -0.0771
C 0.0710 -0.4476 -2.0949  0.0214
O -0.3509 0.6350 -2.4760  -0.6169
H -1.3891 -1.6807 1.1471  0.3981
H -1.1875 -0.3115 2.2565  0.3902
H 0.1950 -1.3591 1.8906  0.3790
H -1.2399 0.5024 -0.0925  0.3400
H 0.2210 1.6411 1.5719  0.2840
H 1.5797 0.6316 1.0433  0.2343
H 0.4369 1.7870 -1.1172  0.3882
H 0.5938 -1.7030 -0.5789  0.2657
H 0.3882 -1.2367 -2.7991  0.3735

***

(3)
Entry from the Open Molecules 2025 dataset: a structure of composition C36H38MnN6O3S (wB97M-V/def2-TZVPD).

The frontier orbital gap (spin up / spin down) comes out at 8.1369 / 8.0915 eV. As for the energy relative to the best compared isomer or geometry (same formula, charge and spin): 1.67 kJ/mol. Its total charge is +2. The spin multiplicity is 6. Its max |F| is 0.5 eV Å⁻¹.

Last column: Mulliken spin population.
Element x y z (Å)
Mn 0.5201 0.2905 0.2681  4.5830
C 0.8598 1.6721 3.2693  0.0315
C 2.2532 2.1771 2.9426  0.0064
C 2.4888 2.6755 1.5353  0.0163
C 3.6479 3.3968 1.2609  0.0014
C 3.8309 3.9416 0.0063  0.0010
C 2.8331 3.7763 -0.9476  -0.0025
C 1.7281 3.0312 -0.6002  0.0259
N 1.5580 2.4588 0.6028  0.0551
N 0.4818 0.3669 2.6860  -0.0169
C -0.9473 0.1369 2.9511  0.0482
C -1.8387 1.0248 2.1212  0.0105
C -3.1344 1.3065 2.5295  0.0052
C -3.9217 2.1248 1.7399  0.0011
C -3.3774 2.6657 0.5827  -0.0031
C -2.0757 2.3404 0.2595  0.0416
N -1.3193 1.5163 0.9965  -0.0034
C 1.2465 -0.7230 3.2975  0.0055
C 1.2689 -1.9588 2.4335  0.0423
C 1.4055 -3.2274 2.9839  0.0013
C 1.5121 -4.3154 2.1364  0.0013
C 1.4760 -4.1044 0.7630  0.0013
C 1.3224 -2.8119 0.3042  0.0581
N 1.2148 -1.7562 1.1194  -0.0130
H 0.1368 2.4081 2.9178  -0.0090
H 0.7559 1.6133 4.3608  0.0022
H 3.0356 1.4665 3.2228  0.0021
H 2.4225 3.0319 3.6036  -0.0003
H 4.3817 3.5465 2.0425  0.0003
H 4.7229 4.5106 -0.2204  0.0001
H 2.9071 4.2197 -1.9303  0.0002
H 0.9307 2.8743 -1.3191  -0.0017
H -1.1629 0.3057 4.0148  0.0054
H -1.1806 -0.9074 2.7312  -0.0089
H -3.5077 0.9026 3.4617  0.0000
H -4.9357 2.3611 2.0338  0.0000
H -3.9414 3.3378 -0.0480  -0.0002
H -1.6094 2.7595 -0.6239  -0.0008
H 0.8663 -0.9688 4.2972  -0.0040
H 2.2772 -0.3952 3.4410  -0.0025
H 1.4346 -3.3515 4.0584  -0.0001
H 1.6240 -5.3134 2.5386  0.0000
H 1.5612 -4.9245 0.0644  -0.0003
H 1.2737 -2.6032 -0.7594  -0.0010
O -3.7449 0.7637 -6.8300  0.0000
C -3.8347 0.6434 -5.4964  0.0004
O -4.9034 0.6100 -4.9592  -0.0001
C -2.5597 0.5581 -4.6947  -0.0010
C -2.6983 0.6223 -3.3165  0.0055
C -1.5920 0.5171 -2.4922  0.0268
C -0.3251 0.3520 -3.0244  0.0243
C -0.1780 0.2825 -4.4096  -0.0045
C -1.2879 0.3872 -5.2318  -0.0001
N 0.7730 0.2540 -2.0871  0.0751
C 1.9612 0.1981 -2.5402  0.0310
C 3.1345 0.0759 -1.6586  -0.0420
C 4.4052 -0.0085 -2.1999  0.0013
C 5.4827 -0.1525 -1.3343  0.0006
C 5.2359 -0.2117 0.0243  0.0011
C 3.9222 -0.1185 0.4711  0.0480
N 2.8895 0.0291 -0.3467  -0.0016
H -2.8314 0.8369 -7.1250  0.0000
H -3.6921 0.7485 -2.9075  0.0003
H -1.7267 0.5301 -1.4240  0.0195
H 0.7813 0.1327 -4.8816  0.0001
H -1.1273 0.3070 -6.2998  -0.0001
H 2.1748 0.2329 -3.6051  0.0058
H 4.5463 0.0312 -3.2718  0.0002
H 6.4910 -0.2242 -1.7185  0.0001
H 6.0404 -0.3316 0.7362  -0.0003
H 3.6979 -0.1733 1.5302  -0.0088
O -1.2839 -1.0712 0.1379  -0.0641
S -1.8840 -2.3528 -0.4320  -0.0024
C -2.2408 -3.4163 0.9795  0.0023
C -3.6496 -3.0830 1.4565  0.0004
C -4.4597 -2.8995 0.1751  -0.0003
C -3.6367 -1.9583 -0.7017  0.0045
H -1.4335 -3.2505 1.6948  -0.0017
H -2.1681 -4.4424 0.6131  0.0000
H -3.6431 -2.1564 2.0365  -0.0001
H -4.0456 -3.8720 2.0938  0.0001
H -5.4489 -2.4825 0.3574  0.0006
H -4.6005 -3.8604 -0.3231  0.0000
H -3.7089 -0.9239 -0.3574  -0.0008
H -3.8572 -2.0020 -1.7660  -0.0001

***

(4)
Entry from the Open Molecules 2025 dataset: a cluster of 6 separate species, C40H88N4O6S2 in total (wB97M-V/def2-TZVPD).

The frontier orbital gap comes out at 8.3053 eV. As for the energy relative to the best compared isomer or geometry (same formula, charge and spin): 300.82 kJ/mol. Its total charge is 0. The spin multiplicity is 1. Its max |F| is 4.9 eV Å⁻¹.

Last column: Mulliken charge in e.
Element x y z (Å)
C -0.2055 -1.2457 0.6510  -0.8535
S 0.2508 -1.3537 2.4906  0.4877
O 1.6960 -0.9869 2.6401  -0.5787
C -0.7257 0.0585 3.0804  -0.8969
H 0.2928 -0.3811 0.2125  0.2538
H -1.2875 -1.1196 0.6114  0.3042
H 0.0370 -2.1161 0.0415  0.3327
H -0.2603 0.9565 2.6742  0.2954
H -0.7836 0.1722 4.1629  0.3241
H -1.7734 0.0288 2.7812  0.3316
C 5.8346 1.9715 5.9626  -0.9610
S 6.7422 0.7679 7.0939  0.4836
O 6.8579 1.4089 8.4784  -0.6064
C 5.3545 -0.4934 7.2055  -0.8919
H 5.5675 1.5801 4.9810  0.3613
H 6.4972 2.8290 5.8452  0.3103
H 4.9003 2.3906 6.3363  0.3493
H 5.4427 -1.1299 6.3251  0.3353
H 4.3394 -0.0973 7.1755  0.2925
H 5.4338 -1.1618 8.0628  0.3272
C 7.7400 1.0453 -1.8002  -1.7294
C 7.3465 1.6284 -0.3715  1.5601
C 8.1572 2.9630 -0.0302  -1.2272
C 7.7500 4.1681 -0.9631  -0.6176
C 6.3067 4.4965 -0.6926  -1.2959
C 5.3008 3.2557 -0.9139  1.7914
N 5.8710 2.0093 -0.2315  0.1408
O 4.9671 0.8627 -0.3166  -0.4579
C 4.0635 3.7519 -0.1356  -1.9731
C 4.9304 2.9786 -2.3641  -1.6900
C 7.6644 0.6279 0.7525  -1.8998
H 7.0954 0.2310 -2.1311  0.3854
H 8.7545 0.6468 -1.7972  0.3908
H 7.5507 1.7582 -2.6028  0.3467
H 7.9456 3.3053 0.9828  0.3806
H 9.2289 2.7656 -0.0080  0.4660
H 7.9782 3.7815 -1.9564  0.2699
H 8.3598 5.0517 -0.7746  0.3968
H 5.9842 5.3069 -1.3463  0.4223
H 6.3484 4.8286 0.3447  0.3842
H 4.3128 3.9972 0.8968  0.4203
H 3.6494 4.6703 -0.5516  0.3984
H 3.3986 2.8888 -0.1681  0.5114
H 5.1179 1.9360 -2.6209  0.3158
H 3.8714 3.1656 -2.5418  0.4401
H 5.4670 3.5399 -3.1291  0.3382
H 7.5653 1.1038 1.7281  0.4057
H 8.6254 0.1422 0.5828  0.3753
H 6.9118 -0.1605 0.7639  0.4285
H 4.7565 0.5602 0.5698  0.3223
C -10.0119 -0.1419 7.1952  -1.9500
C -9.0651 -1.3463 6.9404  1.5678
C -8.5262 -1.2098 5.5019  -1.3087
C -7.2683 -2.0406 5.1946  -0.7716
C -6.2432 -1.7871 6.1766  -1.1097
C -6.6627 -1.8623 7.6762  1.5687
N -7.9753 -1.2106 7.9106  0.2212
O -8.4554 -1.3875 9.2137  -0.5013
C -6.5933 -3.3229 8.0706  -1.7069
C -5.5296 -1.1826 8.4089  -1.8809
C -9.9977 -2.4858 7.0445  -1.6612
H -10.7208 -0.2404 8.0172  0.3920
H -10.7341 -0.0070 6.3899  0.4344
H -9.5523 0.8218 7.4147  0.4239
H -9.3486 -1.5049 4.8502  0.5418
H -8.3478 -0.1836 5.1807  0.3945
H -6.7806 -1.9293 4.2262  0.4081
H -7.4730 -3.1088 5.1226  0.3378
H -5.7989 -0.8027 6.0299  0.3613
H -5.4859 -2.5260 5.9144  0.3620
H -7.5035 -3.7796 7.6818  0.3665
H -5.7093 -3.8839 7.7676  0.3767
H -6.6901 -3.4106 9.1527  0.3503
H -4.6121 -1.7474 8.2441  0.3620
H -5.4157 -0.1547 8.0645  0.4515
H -5.7156 -1.1104 9.4805  0.4475
H -10.5238 -2.4298 7.9975  0.4229
H -9.5417 -3.4729 7.1213  0.3061
H -10.6833 -2.5058 6.1974  0.4109
H -8.1168 -0.5681 9.5818  0.3823
C -2.5342 2.9713 -2.3336  -1.4455
C -3.4434 4.2650 -2.4177  1.1132
C -4.3765 4.1229 -3.7610  -1.1304
C -5.6282 3.2808 -3.5581  -0.7817
C -6.4084 3.6794 -2.3336  -1.2416
C -5.6507 3.8334 -1.0682  1.6885
N -4.3041 4.5026 -1.2744  0.4152
O -3.6280 4.7352 -0.0167  -0.4833
C -6.5011 4.6879 -0.0356  -1.9318
C -5.4179 2.4011 -0.4330  -1.8876
C -2.6608 5.6060 -2.6987  -1.7364
H -3.0519 2.0880 -1.9595  0.2618
H -1.7219 3.2393 -1.6579  0.3850
H -2.1253 2.6211 -3.2813  0.3271
H -4.7314 5.1311 -3.9746  0.4043
H -3.9269 3.8248 -4.7082  0.4639
H -5.2967 2.2492 -3.4396  0.3050
H -6.1780 3.3160 -4.4986  0.4149
H -7.1656 2.9088 -2.1889  0.3950
H -7.0400 4.5460 -2.5289  0.4421
H -7.5561 4.4138 -0.0273  0.4211
H -6.2243 4.4421 0.9897  0.4052
H -6.4274 5.7558 -0.2411  0.4444
H -5.0601 1.6337 -1.1195  0.3418
H -4.7249 2.4200 0.4081  0.4304
H -6.2863 1.9917 0.0832  0.4595
H -2.0235 5.9304 -1.8760  0.3813
H -3.3182 6.4462 -2.9226  0.4077
H -2.1431 5.5624 -3.6569  0.3944
H -3.8062 5.6675 0.1272  0.3358
C 2.2475 -5.3704 -5.7384  -2.2166
C 3.0716 -4.6661 -6.9257  1.6236
C 3.7031 -3.3781 -6.3591  -1.1805
C 4.9879 -3.0097 -7.0880  -0.6820
C 6.0445 -4.1361 -7.2712  -0.9942
C 5.4127 -5.3752 -7.9411  1.2589
N 4.1412 -5.7580 -7.1713  0.1545
O 3.5759 -6.9048 -7.6007  -0.4908
C 5.1535 -5.0672 -9.4564  -1.7595
C 6.3655 -6.6347 -7.9063  -1.8279
C 2.0460 -4.4622 -8.0281  -1.4590
H 2.7928 -5.5207 -4.8067  0.4056
H 1.7834 -6.2662 -6.1509  0.5818
H 1.3936 -4.7880 -5.3922  0.4282
H 2.9601 -2.5854 -6.4477  0.4079
H 3.7779 -3.3907 -5.2718  0.3838
H 5.6315 -2.2409 -6.6606  0.4070
H 4.8616 -2.5150 -8.0510  0.3495
H 6.4410 -4.3910 -6.2884  0.3639
H 6.8375 -3.8113 -7.9447  0.4139
H 4.5194 -4.2515 -9.8037  0.3030
H 6.0947 -5.0553 -10.0060  0.4726
H 4.7190 -6.0102 -9.7880  0.4435
H 6.5920 -6.8704 -6.8664  0.4226
H 5.8786 -7.5672 -8.1914  0.4004
H 7.2933 -6.4365 -8.4431  0.4058
H 1.1940 -5.1282 -7.8919  0.3750
H 2.4683 -4.7369 -8.9947  0.3324
H 1.7374 -3.4185 -8.0887  0.2904
H 3.4885 -7.3912 -6.7777  0.3862